w | C3H8NO | wB97M-V/def2-TZVPD

Bonds (Å) are listed after each position.
Cartesian coordinates (Å):
1 O -0.352 -0.738 -1.418  N2 1.462, C5 1.460
2 N 0.012 -0.098 -0.154  O1 1.462, C3 1.489, C4 1.497, C5 1.452
3 C 0.437 -0.903 1.024  N2 1.489, H7 1.096, H10 1.085, H13 1.093
4 C 0.828 1.121 -0.455  N2 1.497, H6 1.108, H8 1.120, H9 1.131
5 C -1.386 -0.223 -0.525  O1 1.460, N2 1.452, H11 1.080, H12 1.115
6 H 1.886 0.804 -0.362  C4 1.108
7 H -0.462 -0.918 1.652  C3 1.096
8 H 0.588 1.354 -1.525  C4 1.120
9 H 0.592 1.990 0.228  C4 1.131
10 H 1.152 -0.223 1.474  C3 1.085
11 H -2.041 -0.941 -0.053  C5 1.080
12 H -1.970 0.712 -0.695  C5 1.115
13 H 0.717 -1.937 0.808  C3 1.093

As for the gap between HOMO and LUMO: 0.5077 Eh. Its total charge is +1. Its HOMO energy is -17.1 eV. The SMILES is C[N+]1(C)CO1. The multiplicity is 1.

---

x | C3H8NO | wB97M-V/def2-TZVPD

Bonds (Å) are listed after each position.
Cartesian coordinates (Å):
1 O -1.123 -1.837 -0.766  H13 0.969
2 N 1.694 0.860 -0.822  H8 1.041, H12 1.032
3 C -0.717 1.212 0.327  C4 1.355, H7 1.116, H11 1.088
4 C -0.105 0.013 0.171  C3 1.355, C5 1.374, H10 1.147
5 C -0.499 -0.646 1.309  C4 1.374, H6 1.128, H9 1.074
6 H -1.203 -1.526 1.267  C5 1.128
7 H -1.813 1.359 0.173  C3 1.116
8 H 2.243 1.435 -1.494  N2 1.041
9 H -0.024 -0.562 2.270  C5 1.074
10 H 0.680 -0.427 -0.541  C4 1.147
11 H -0.213 2.150 0.107  C3 1.088
12 H 2.496 0.318 -0.465  N2 1.032
13 H -1.414 -2.349 -1.536  O1 0.969

As for the gap between HOMO and LUMO: 0.2076 Eh. Its total charge is +1. Its HOMO energy is -14.4 eV. The multiplicity is 1.

---

y | C3H8NO | wB97M-V/def2-TZVPD

Bonds (Å) are listed after each position.
Cartesian coordinates (Å):
1 O 0.003 -0.396 0.351  C5 1.217
2 N 1.410 0.485 -1.919  C4 1.274, H10 1.017, H11 1.015
3 C -2.145 -0.371 1.359  C5 1.472, H9 1.099, H12 1.095, H13 1.082
4 C 1.624 1.044 -0.795  N2 1.274, H6 1.078, H8 1.067
5 C -0.783 -0.885 1.140  O1 1.217, C3 1.472, H7 1.084
6 H 1.267 2.019 -0.503  C4 1.078
7 H -0.565 -1.828 1.628  C5 1.084
8 H 2.295 0.518 -0.154  C4 1.067
9 H -2.424 -0.216 2.410  C3 1.099
10 H 0.628 0.705 -2.531  N2 1.017
11 H 1.697 -0.485 -2.007  N2 1.015
12 H -2.901 -1.146 1.191  C3 1.095
13 H -2.317 0.562 0.839  C3 1.082

As for the gap between HOMO and LUMO: 0.3377 Eh. Its total charge is +1. Its HOMO energy is -14.2 eV. The multiplicity is 1.

---

z | C3H8NO | wB97M-V/def2-TZVPD

Bonds (Å) are listed after each position.
Cartesian coordinates (Å):
1 O 0.580 1.958 0.109  C3 1.355, H10 1.015
2 N -0.977 0.352 0.953  C3 1.491, H6 1.047, H8 0.988, H9 1.035
3 C 0.337 0.640 0.311  O1 1.355, N2 1.491, C4 1.718, H12 1.176
4 C 0.304 -0.441 -1.023  C3 1.718, C5 1.326, H11 1.137
5 C 0.833 -1.644 -0.848  C4 1.326, H7 1.054, H13 1.124
6 H -1.002 -0.690 1.055  N2 1.047
7 H 0.835 -2.329 -1.649  C5 1.054
8 H -1.071 0.842 1.806  N2 0.988
9 H -1.824 0.562 0.398  N2 1.035
10 H -0.185 2.362 -0.423  O1 1.015
11 H -0.216 -0.003 -1.934  C4 1.137
12 H 1.137 0.216 1.063  C3 1.176
13 H 1.248 -1.823 0.181  C5 1.124

As for the gap between HOMO and LUMO: 0.4107 Eh. Its total charge is +1. Its HOMO energy is -15.1 eV. The SMILES is C=C[C@H]([NH3+])O. The multiplicity is 1.

---

Stability, lowest: x

---

w | C3H5NSi | wB97M-V/def2-TZVPD

Bonds (Å) are listed after each position.
Cartesian coordinates (Å):
1 Si -0.893 1.214 0.321  C4 1.898, C5 1.926
2 N -3.317 -0.312 -0.684  C4 1.139
3 C 0.151 -1.282 1.202  C5 1.274, H8 1.054, H10 1.126
4 C -2.374 0.219 -0.326  Si1 1.898, N2 1.139
5 C 0.103 -0.433 0.253  Si1 1.926, C3 1.274, H6 1.082
6 H 0.747 -0.603 -0.600  C5 1.082
7 H 2.580 2.075 -1.280  no bonds
8 H -0.319 -0.902 2.065  C3 1.054
9 H 2.348 2.075 -2.163  no bonds
10 H 0.974 -2.051 1.213  C3 1.126

As for the gap between HOMO and LUMO: 0.2942 Eh. Its HOMO energy is -9.7 eV. The multiplicity is 1.

---

x | C3H5NSi | wB97M-V/def2-TZVPD

Bonds (Å) are listed after each position.
Cartesian coordinates (Å):
1 Si -0.587 0.896 -0.101  C3 1.870, C4 1.895, H7 1.478, H8 1.430
2 N -3.150 -0.709 -0.092  C4 1.152
3 C 0.722 -0.345 0.392  Si1 1.870, C5 1.277, H10 1.084
4 C -2.236 -0.025 -0.251  Si1 1.895, N2 1.152
5 C 1.682 -0.819 -0.303  C3 1.277, H6 1.029, H9 1.102
6 H 2.374 -1.461 0.106  C5 1.029
7 H -0.922 1.579 1.166  Si1 1.478
8 H -0.254 1.943 -1.016  Si1 1.430
9 H 1.763 -0.454 -1.340  C5 1.102
10 H 0.608 -0.605 1.438  C3 1.084

As for the gap between HOMO and LUMO: 0.4375 Eh. Its HOMO energy is -11.2 eV. The SMILES is C=C[SiH2]C#N. The multiplicity is 1.

---

Stability, lowest: w

---

w | C2H4N3O | wB97M-V/def2-TZVPD

Bonds (Å) are listed after each position.
Cartesian coordinates (Å):
1 O -2.057 -0.646 -3.392  N2 1.156
2 N -1.474 -0.173 -2.511  O1 1.156, N4 1.102
3 N 0.817 0.273 0.673  C5 1.158, C6 1.388
4 N -1.008 0.213 -1.591  N2 1.102
5 C 0.791 0.673 -0.414  N3 1.158, H10 1.040
6 C 0.565 -0.364 1.880  N3 1.388, H7 1.049, H8 1.136, H9 1.060
7 H 1.428 -0.570 2.441  C6 1.049
8 H -0.028 0.335 2.551  C6 1.136
9 H -0.167 -1.046 1.529  C6 1.060
10 H 1.132 1.306 -1.166  C5 1.040

As for the gap between HOMO and LUMO: 0.4281 Eh. Its total charge is +1. Its HOMO energy is -16.4 eV. The multiplicity is 1.

---

x | C2H4N3O | wB97M-V/def2-TZVPD

Bonds (Å) are listed after each position.
Cartesian coordinates (Å):
1 O 0.270 -0.868 -0.447  C6 1.173
2 N 1.005 -1.641 -2.522  C6 1.185, H9 1.023
3 N -0.365 0.635 2.126  C5 1.264, H7 1.013, H8 1.046
4 N -0.827 1.561 -0.062  C5 1.185, H10 0.985
5 C -0.781 1.135 1.043  N3 1.264, N4 1.185
6 C 0.797 -1.221 -1.433  O1 1.173, N2 1.185
7 H -0.283 -0.373 2.061  N3 1.013
8 H -0.362 1.365 2.876  N3 1.046
9 H 1.858 -2.170 -2.721  N2 1.023
10 H -1.309 1.578 -0.921  N4 0.985

As for the gap between HOMO and LUMO: 0.3851 Eh. Its total charge is +1. Its HOMO energy is -14.9 eV. The multiplicity is 1.

---

y | C2H4N3O | wB97M-V/def2-TZVPD

Bonds (Å) are listed after each position.
Cartesian coordinates (Å):
1 O -1.777 -1.275 -0.047  N2 1.188
2 N -1.298 -0.187 -0.054  O1 1.188, N3 1.216, C6 1.695
3 N -1.551 0.875 -0.590  N2 1.216, H10 0.943
4 N 1.268 -0.260 0.084  C5 1.157, C6 1.330
5 C 2.095 -0.524 -0.681  N4 1.157, H9 1.108
6 C 0.165 -0.002 0.780  N2 1.695, N4 1.330, H7 1.210, H8 1.135
7 H 0.192 1.177 1.053  C6 1.210
8 H 0.099 -0.477 1.809  C6 1.135
9 H 3.071 -0.455 -1.203  C5 1.108
10 H -2.265 1.128 -1.152  N3 0.943

As for the gap between HOMO and LUMO: 0.3298 Eh. Its total charge is +1. Its HOMO energy is -15.1 eV. The SMILES is [H]/N=[N+](\[O-])C[N+]#C. The multiplicity is 1.

---

Stability, lowest: y

---

w | C6H23NO6 | wB97M-V/def2-TZVPD

Bonds (Å) are listed after each position.
Cartesian coordinates (Å):
1 O -3.426 -1.021 -1.648  H20 0.961, H23 0.968
2 O -0.251 -4.287 -1.258  H22 0.970, H26 0.958
3 O 1.577 -2.111 -1.493  H18 0.961, H35 0.954
4 O 2.970 0.837 -2.254  H19 0.962, H27 0.961
5 O -3.017 -0.159 0.947  H21 0.969, H29 0.968
6 O 1.915 -1.531 3.708  C10 1.205
7 N -0.122 0.171 -0.222  C9 1.471, C12 1.463, H15 1.019
8 C -1.140 2.512 -0.638  C9 1.527, H14 1.084, H17 1.087, H36 1.093
9 C -0.328 1.314 -1.125  N7 1.471, C8 1.527, H24 1.093, H30 1.086
10 C 1.988 -0.841 2.723  O6 1.205, C11 1.505, H16 1.107
11 C 1.000 -0.943 1.593  C10 1.505, C12 1.544, H33 1.093, H34 1.082
12 C 0.792 0.417 0.893  N7 1.463, C11 1.544, C13 1.536, H25 1.075
13 C 0.356 1.482 1.910  C12 1.536, H28 1.090, H31 1.088, H32 1.089
14 H -1.826 2.859 -1.402  C8 1.084
15 H -1.004 -0.169 0.158  N7 1.019
16 H 2.761 -0.053 2.643  C10 1.107
17 H -0.595 3.330 -0.174  C8 1.087
18 H 1.481 -1.161 -1.591  O3 0.961
19 H 3.853 1.218 -2.244  O4 0.962
20 H -3.782 -0.258 -2.111  O1 0.961
21 H -3.214 -0.703 1.725  O5 0.969
22 H 0.328 -3.638 -1.688  O2 0.970
23 H -2.829 -0.677 -0.968  O1 0.968
24 H 0.684 1.572 -1.446  C9 1.093
25 H 1.710 0.778 0.465  C12 1.075
26 H -1.157 -4.090 -1.500  O2 0.958
27 H 2.387 1.540 -2.553  O4 0.961
28 H 0.844 1.377 2.879  C13 1.090
29 H -3.101 0.734 1.312  O5 0.968
30 H -0.747 0.869 -2.022  C9 1.086
31 H 0.628 2.482 1.579  C13 1.088
32 H -0.714 1.416 2.105  C13 1.089
33 H 0.009 -1.254 1.931  C11 1.093
34 H 1.321 -1.677 0.866  C11 1.082
35 H 2.430 -2.470 -1.258  O3 0.954
36 H -1.782 2.131 0.160  C8 1.093

As for the gap between HOMO and LUMO: 0.3442 Eh. Its HOMO energy is -9.1 eV. The SMILES is CCN[C@@H](C)CC=O.O.O.O.O.O. The multiplicity is 1.

---

x | C6H23NO6 | wB97M-V/def2-TZVPD

Bonds (Å) are listed after each position.
Cartesian coordinates (Å):
1 O -2.553 -0.196 0.069  H26 0.993, H28 0.960
2 O 2.192 1.194 1.617  C9 1.421, C13 1.443
3 O -3.143 -0.751 -2.728  H18 0.957, H34 0.961
4 O -4.321 1.969 -0.629  H19 0.971, H20 0.960
5 O 1.129 0.524 -2.280  C10 1.405, C12 1.401
6 O -3.228 -1.136 2.768  H21 0.990, H29 0.968
7 N 0.112 -0.277 0.208  C8 1.444, C11 1.501, H15 1.016
8 C 0.646 -1.236 -0.729  N7 1.444, C10 1.483, H16 1.106, H27 1.094
9 C 2.072 -0.213 1.771  O2 1.421, C11 1.549, H33 1.121, H36 1.111
10 C 0.425 -0.676 -2.085  O5 1.405, C8 1.483, H24 1.083, H25 1.101
11 C 0.562 -0.526 1.619  N7 1.501, C9 1.549, H17 1.120, H31 1.091
12 C 2.528 0.449 -2.298  O5 1.401, H14 1.092, H23 1.086, H30 1.085
13 C 3.533 1.724 1.548  O2 1.443, H22 1.097, H32 1.062, H35 1.097
14 H 2.883 1.342 -2.817  C12 1.092
15 H 0.426 0.650 -0.065  N7 1.016
16 H -0.007 -2.122 -0.617  C8 1.106
17 H 0.244 -1.555 1.925  C11 1.120
18 H -3.867 -0.188 -3.002  O3 0.957
19 H -3.829 1.258 -0.186  O4 0.971
20 H -5.047 2.230 -0.058  O4 0.960
21 H -3.227 -0.157 2.913  O6 0.990
22 H 3.934 1.488 2.542  C13 1.097
23 H 3.008 0.457 -1.324  C12 1.086
24 H -0.623 -0.495 -2.291  C10 1.083
25 H 0.801 -1.414 -2.809  C10 1.101
26 H -1.575 -0.165 0.240  O1 0.993
27 H 1.700 -1.491 -0.583  C8 1.094
28 H -2.884 -0.925 0.597  O1 0.960
29 H -4.087 -1.469 3.066  O6 0.968
30 H 2.837 -0.450 -2.821  C12 1.085
31 H -0.073 0.106 2.240  C11 1.091
32 H 3.364 2.741 1.292  C13 1.062
33 H 2.300 -0.541 2.818  C9 1.121
34 H -3.067 -0.549 -1.792  O3 0.961
35 H 4.106 1.230 0.754  C13 1.097
36 H 2.732 -0.830 1.124  C9 1.111

As for the gap between HOMO and LUMO: 0.3629 Eh. Its HOMO energy is -9.5 eV. The SMILES is COCCNCCOC.O.O.O.O. The multiplicity is 1.

---

Stability, lowest: x